No. 1
# C22H47As3ClN6O6Sc

C22H47As3ClN6O6Sc as an isolated structure (the ωB97M-V functional and the def2-TZVPD basis, OMol25).

Computed properties:
electronic energy: -9574.18986 a.u.
gap between HOMO and LUMO: 0.2913 Eh
maximum force: 1.14 eV/Å
relative energy (zero: lowest compared OMol25 entry of this formula, charge and spin): 139.7 kJ/mol
net charge: +2

Each line ends with the Mulliken charge.
Atoms and positions in Å:
Sc: 0.43 0.77 0.78  -0.497
C: -3.11 2.19 0.62  -1.350
As: -2.36 0.43 0.94  1.362
C: -3.53 -0.62 -0.21  -1.476
C: -2.95 0.16 2.78  -1.822
C: -2.74 -1.18 3.49  2.178
C: -3.54 -1.07 4.81  -2.319
C: -1.28 -1.41 3.90  -1.772
As: 0.18 -1.30 2.60  0.945
C: 0.24 -2.98 1.64  -1.387
C: 1.69 -1.50 3.80  -1.337
C: -3.30 -2.33 2.64  -1.024
As: -3.81 -4.04 3.54  0.295
C: -4.69 -4.76 1.94  -1.184
C: -2.14 -5.06 3.33  -1.067
H: -2.63 2.93 1.26  0.352
H: -4.18 2.16 0.85  0.479
H: -2.98 2.47 -0.42  0.398
H: -4.54 -0.58 0.20  0.490
H: -3.22 -1.66 -0.29  0.335
H: -3.55 -0.16 -1.20  0.546
H: -4.02 0.39 2.77  0.611
H: -2.46 0.97 3.34  0.437
H: -3.27 -0.15 5.33  0.535
H: -3.34 -1.91 5.47  0.554
H: -4.61 -1.05 4.61  0.452
H: -1.18 -2.39 4.36  0.609
H: -1.00 -0.67 4.66  0.640
H: 0.22 -3.81 2.35  0.469
H: 1.16 -3.00 1.07  0.532
H: -0.60 -3.08 0.96  0.244
H: 1.55 -2.41 4.38  0.453
H: 1.74 -0.64 4.47  0.358
H: 2.61 -1.57 3.23  0.422
H: -2.64 -2.56 1.79  -0.210
H: -4.25 -2.00 2.21  0.730
H: -5.64 -4.26 1.79  0.354
H: -4.87 -5.82 2.10  0.419
H: -4.06 -4.64 1.06  0.311
H: -1.36 -4.68 3.99  0.263
H: -1.80 -5.06 2.30  0.260
H: -2.35 -6.09 3.64  0.497
O: 0.34 1.74 4.18  -0.555
Cl: 0.87 2.36 3.03  1.876
O: 1.40 3.63 3.25  -0.621
O: -0.21 2.41 1.97  -0.487
O: 1.86 1.47 2.37  -0.504
N: -0.45 0.80 -1.69  -0.157
C: 0.67 0.34 -2.53  0.111
C: 0.15 -0.51 -3.71  -1.012
C: 1.12 -1.03 -4.78  -1.295
C: 1.94 0.01 -5.53  -0.969
N: 3.11 0.41 -4.74  0.097
C: 4.10 1.14 -5.20  0.781
N: 5.13 1.44 -4.40  -0.379
N: 4.08 1.63 -6.45  -0.370
C: 1.66 -0.40 -1.62  0.085
O: 2.77 -0.74 -2.01  -0.847
O: 1.25 -0.59 -0.42  -0.035
H: -1.10 0.02 -1.58  0.025
H: -0.97 1.52 -2.18  0.286
H: 1.19 1.23 -2.89  0.480
H: -0.63 0.08 -4.21  0.441
H: -0.37 -1.37 -3.29  0.401
H: 0.51 -1.55 -5.52  0.470
H: 1.79 -1.79 -4.37  0.381
H: 1.34 0.90 -5.76  0.443
H: 2.28 -0.42 -6.47  0.760
H: 3.14 0.06 -3.77  0.131
H: 5.21 0.99 -3.51  0.192
H: 5.95 1.91 -4.75  0.198
H: 3.36 1.36 -7.09  0.192
H: 4.88 2.10 -6.83  0.218
N: 3.84 5.69 -1.61  -0.456
C: 3.13 4.62 -1.20  0.890
C: 3.77 3.47 -0.70  -1.060
C: 3.00 2.41 -0.28  -0.641
N: 1.66 2.39 -0.34  0.975
C: 1.06 3.48 -0.83  -0.610
C: 1.73 4.59 -1.27  -0.934
H: 4.82 5.76 -1.38  0.222
H: 3.37 6.56 -1.80  0.221
H: 4.84 3.42 -0.61  0.457
H: 3.48 1.53 0.14  0.622
H: -0.03 3.47 -0.85  0.496
H: 1.17 5.45 -1.63  0.394



No. 2
# C48H117N7O17S5

A 12-piece molecular cluster, C48H117N7O17S5 overall (the ωB97M-V functional and the def2-TZVPD basis, OMol25).

Computed properties:
electronic energy: -5552.09511 a.u.
structure (SMILES): O=S1(=O)CCCC1.O=S1(=O)CCCC1.O=S1(=O)CCCC1.O=S1(=O)CCCC1.O=S1(=O)CCCC1.COC[C@H](C)N.COC[C@H](C)N.COC[C@H](C)N.COC[C@H](C)N.COC[C@H](C)N.COC[C@H](C)N.COC[C@H](C)N
gap between HOMO and LUMO: 0.3368 Eh
maximum force: 3.66 eV/Å
relative energy (zero: lowest compared OMol25 entry of this formula, charge and spin): 0.0 kJ/mol
net charge: 0

Each line ends with the Mulliken charge.
Atoms and positions in Å:
O: -6.54 -5.29 19.92  -0.168
S: -5.65 -5.74 18.90  1.161
O: -4.49 -4.87 18.76  -0.904
C: -5.28 -7.43 19.10  -0.526
C: -6.20 -8.21 18.19  0.179
C: -6.34 -7.38 16.90  -1.148
C: -6.64 -5.96 17.44  0.284
H: -5.30 -7.82 20.13  0.096
H: -4.28 -7.58 18.73  0.599
H: -5.96 -9.27 18.13  0.499
H: -7.18 -8.20 18.65  -0.460
H: -7.12 -7.81 16.30  0.534
H: -5.46 -7.38 16.25  0.330
H: -7.62 -5.81 17.81  -0.958
H: -6.35 -5.20 16.78  0.779
O: -7.63 -11.18 19.18  -0.822
S: -8.70 -11.25 20.14  1.356
O: -8.56 -10.50 21.38  -0.710
C: -10.31 -10.96 19.48  -0.257
C: -11.25 -12.11 19.74  -0.583
C: -10.50 -13.04 20.76  -0.613
C: -8.99 -13.03 20.54  -1.011
H: -10.11 -10.69 18.44  0.614
H: -10.71 -10.08 19.95  -0.368
H: -12.17 -11.86 20.21  0.322
H: -11.36 -12.69 18.76  0.339
H: -10.93 -14.02 20.59  0.464
H: -10.65 -12.69 21.81  0.205
H: -8.65 -13.64 19.76  0.471
H: -8.34 -13.21 21.41  0.418
O: -1.95 -11.08 21.13  -0.738
S: -3.16 -10.29 20.89  1.041
O: -3.13 -9.55 19.64  -0.610
C: -4.69 -11.19 21.13  -0.014
C: -5.12 -10.99 22.61  -0.110
C: -3.97 -10.29 23.31  -1.263
C: -3.25 -9.34 22.35  0.516
H: -4.42 -12.24 20.87  0.512
H: -5.37 -10.67 20.54  -0.434
H: -6.11 -10.57 22.64  -0.240
H: -5.23 -11.93 23.14  0.386
H: -3.29 -11.04 23.60  0.491
H: -4.14 -9.72 24.17  0.596
H: -2.27 -8.99 22.74  0.162
H: -3.91 -8.48 22.17  -0.230
O: -6.70 -10.08 26.18  -0.464
S: -7.56 -10.28 27.31  1.008
O: -7.93 -11.67 27.53  -0.762
C: -6.88 -9.65 28.85  -1.004
C: -7.76 -8.41 29.17  0.755
C: -9.15 -8.74 28.63  -1.090
C: -8.97 -9.18 27.21  0.273
H: -5.78 -9.39 28.84  0.410
H: -7.08 -10.44 29.58  0.419
H: -7.73 -8.18 30.31  0.432
H: -7.40 -7.53 28.67  -0.798
H: -9.79 -7.83 28.70  0.217
H: -9.57 -9.48 29.32  0.511
H: -8.69 -8.36 26.54  -0.597
H: -9.78 -9.78 26.79  0.672
O: -7.62 -1.10 23.88  -0.567
S: -6.26 -1.07 23.37  1.165
O: -5.41 -0.04 23.87  -0.765
C: -5.47 -2.68 23.69  -0.537
C: -5.94 -3.55 22.57  1.399
C: -5.90 -2.62 21.24  -0.388
C: -6.43 -1.20 21.60  -0.782
H: -5.79 -2.95 24.71  0.142
H: -4.35 -2.54 23.68  0.241
H: -5.26 -4.41 22.39  -0.182
H: -6.93 -3.98 22.76  -0.883
H: -6.60 -3.01 20.49  -0.260
H: -4.88 -2.53 20.90  0.755
H: -7.37 -0.89 21.26  0.245
H: -5.69 -0.54 21.12  0.481
C: 0.45 -8.31 20.32  -0.442
O: 0.04 -6.98 20.20  -0.365
C: -0.34 -6.50 21.42  -0.602
C: -1.65 -5.66 21.25  0.281
C: -1.94 -4.71 22.46  -1.172
N: -2.76 -6.63 21.02  -0.015
H: 1.31 -8.34 21.03  0.326
H: 0.78 -8.70 19.36  0.236
H: -0.38 -8.94 20.66  0.128
H: -0.57 -7.39 22.15  0.186
H: 0.49 -5.84 21.76  0.386
H: -1.47 -5.02 20.36  0.326
H: -2.31 -5.28 23.30  0.206
H: -2.64 -3.92 22.16  0.096
H: -0.94 -4.24 22.70  0.468
H: -2.42 -7.30 20.30  0.222
H: -3.52 -6.19 20.52  -0.490
C: -16.64 -7.36 23.14  -0.723
O: -15.71 -8.32 22.61  -0.378
C: -14.79 -7.81 21.72  -0.329
C: -14.02 -8.97 21.09  0.438
C: -12.97 -9.50 22.10  -0.391
N: -13.40 -8.41 19.92  -0.740
H: -16.10 -6.62 23.71  0.238
H: -17.34 -7.99 23.70  0.249
H: -17.11 -6.88 22.28  0.327
H: -15.19 -7.29 20.89  0.605
H: -14.13 -7.11 22.27  -0.311
H: -14.78 -9.75 20.84  0.390
H: -13.46 -10.02 22.93  0.612
H: -12.43 -8.64 22.50  -0.386
H: -12.22 -10.22 21.68  -0.163
H: -12.76 -9.11 19.54  0.224
H: -12.77 -7.69 20.13  0.250
C: -11.65 -7.12 26.75  -0.187
O: -11.00 -6.28 27.70  -0.551
C: -9.94 -5.44 27.22  0.273
C: -10.46 -4.42 26.13  1.459
C: -9.35 -3.52 25.67  -1.316
N: -11.68 -3.70 26.57  -0.675
H: -12.43 -7.65 27.29  0.372
H: -10.93 -7.86 26.34  -0.181
H: -12.08 -6.63 25.88  0.233
H: -9.52 -5.01 28.18  0.178
H: -9.17 -6.07 26.66  -0.145
H: -10.78 -4.97 25.26  -0.758
H: -8.73 -4.08 24.94  -0.133
H: -8.64 -3.13 26.40  -0.058
H: -9.72 -2.61 25.23  0.775
H: -11.42 -3.03 27.32  0.352
H: -12.30 -4.37 27.03  0.315
C: -11.35 -3.67 16.03  -0.923
O: -10.79 -4.82 16.54  -0.310
C: -11.47 -5.13 17.76  -1.022
C: -10.42 -5.85 18.65  1.367
C: -10.14 -7.25 18.10  -1.156
N: -10.99 -6.09 19.98  -0.145
H: -12.43 -3.62 16.03  0.361
H: -11.01 -3.51 14.95  0.230
H: -11.11 -2.82 16.61  0.351
H: -11.84 -4.32 18.31  0.502
H: -12.27 -5.85 17.57  0.366
H: -9.47 -5.31 18.64  -0.303
H: -9.54 -7.18 17.16  0.292
H: -11.09 -7.69 17.89  0.575
H: -9.59 -7.88 18.83  -0.219
H: -10.21 -6.61 20.45  -0.221
H: -11.11 -5.17 20.37  0.102
C: -4.06 -6.47 31.56  -0.845
O: -5.21 -6.34 30.69  -0.184
C: -5.25 -4.97 30.23  -1.048
C: -6.57 -4.75 29.50  1.748
C: -6.56 -3.31 28.84  -1.508
N: -7.79 -4.96 30.35  -0.561
H: -4.13 -5.76 32.38  0.333
H: -3.11 -6.21 31.03  0.309
H: -4.04 -7.43 32.03  0.274
H: -5.16 -4.37 31.14  0.440
H: -4.36 -4.81 29.55  0.366
H: -6.67 -5.57 28.76  -0.889
H: -7.56 -3.13 28.40  0.338
H: -5.95 -3.32 27.93  0.351
H: -6.30 -2.51 29.51  0.436
H: -7.61 -5.70 31.01  0.227
H: -8.02 -4.16 30.92  0.231
C: -13.15 -4.01 23.42  -0.574
O: -12.26 -3.86 22.30  -0.024
C: -11.77 -2.47 22.20  -1.035
C: -10.88 -2.45 21.00  1.081
C: -9.64 -3.26 21.28  0.295
N: -10.49 -1.01 20.79  -0.864
H: -13.57 -5.05 23.42  -0.333
H: -13.97 -3.30 23.18  0.407
H: -12.67 -3.82 24.31  0.491
H: -12.68 -1.87 22.00  0.456
H: -11.14 -2.21 23.07  0.147
H: -11.46 -2.73 20.04  -0.177
H: -9.68 -4.31 21.56  -0.399
H: -9.01 -2.80 22.05  -0.087
H: -9.00 -3.19 20.40  0.248
H: -9.76 -0.87 20.13  0.324
H: -10.02 -0.73 21.64  0.291
C: -6.01 -6.70 25.44  0.074
O: -7.28 -6.57 24.88  1.155
C: -7.32 -7.18 23.62  -1.103
C: -8.71 -7.00 22.96  1.730
C: -9.79 -7.73 23.75  -0.578
N: -8.61 -7.46 21.57  2.089
H: -5.57 -7.72 25.41  -0.064
H: -6.14 -6.26 26.49  -0.413
H: -5.24 -6.19 24.80  -0.005
H: -6.52 -6.80 22.96  0.074
H: -7.12 -8.26 23.77  0.061
H: -8.94 -5.88 23.00  -1.196
H: -9.69 -8.75 23.69  0.638
H: -10.76 -7.36 23.47  -0.267
H: -9.69 -7.38 24.82  -0.912
H: -8.44 -8.49 21.46  -0.974
H: -8.11 -6.80 21.02  -0.292